Computed, not measured: the molecule C9H13N in a non-equilibrium geometry, with ωB97M-V/def2-TZVPD.

Computed properties:
* ΔE to the lowest compared entry with this formula, charge and spin: 133.76 kJ/mol
* HOMO-LUMO gap: 10.85 eV

Atoms and positions in Å:
C: 3.8130 0.5925 0.9079
H: 4.5422 0.3947 0.1410
H: 1.8411 2.2666 1.4826
C: -0.8129 -0.5964 -0.2062
H: 0.3148 2.7504 -0.5340
H: 0.0329 0.6510 -1.8635
C: -3.4218 -1.1723 2.9907
C: -1.7771 -0.7030 0.9370
H: -0.7055 2.1152 0.7613
H: -1.4481 1.0954 -1.3297
H: 3.5558 -0.2862 1.5646
N: -4.0072 -1.2627 3.9523
C: 2.5494 1.0843 0.0906
H: 1.0516 0.7021 1.6620
C: -2.5628 -0.9654 1.8909
H: 4.2255 1.4081 1.5188
H: 2.2190 0.3020 -0.5915
H: -1.1513 -1.3337 -0.8912
H: 2.8408 1.9671 -0.4921
C: 1.3465 1.4790 0.9281
C: 0.1004 1.8780 0.0796
H: 0.2104 -0.9485 0.0896
C: -0.5856 0.7528 -0.9175

Atomic forces in eV per Å
-1.7 0.4 -0.2
0.6 -0.6 0.1
-1.1 0.8 0.6
1.0 0.2 0.8
0.0 0.1 0.0
-0.2 -0.5 1.4
2.6 0.7 -3.2
-2.4 -0.8 3.5
-0.2 0.4 0.2
-2.8 1.4 -0.6
0.5 0.8 -0.8
-1.7 -0.4 2.3
0.4 -0.9 0.4
0.3 0.2 -0.4
2.6 1.0 -3.4
-0.3 -0.2 0.0
0.4 -0.2 -0.3
-0.4 -0.7 -0.9
0.0 -0.2 -0.1
0.0 -0.6 -0.4
-0.6 -1.3 -0.7
-1.0 0.1 0.3
3.9 0.1 1.5

These are the Mulliken partial charges, in e, on atoms 1 to 5: atom 1 (C): -1.203, atom 2 (H): 0.362, atom 3 (H): 0.399, atom 4 (C): -0.809, atom 5 (H): 0.385


Computed, not measured: the ion C9H13N2O3 with charge +1 in a non-equilibrium geometry, with ωB97M-V/def2-TZVPD.

Computed properties:
* net charge: +1
* ΔE to the lowest compared entry with this formula, charge and spin: 431.48 kJ/mol
* HOMO-LUMO gap: 8.41 eV

Atoms and positions in Å:
N: 0.7071 -1.1297 0.1204
C: -1.3204 2.0783 -1.1998
H: -1.5360 2.2246 2.0690
C: -0.1165 -0.4420 2.4514
H: 1.9018 -2.7999 0.1605
H: 2.4915 -1.3506 -0.9905
C: -0.7752 0.7648 0.5281
H: 0.4435 -3.0124 1.0949
O: -1.5704 3.5732 -2.9348
C: -0.1646 -1.7223 -0.8454
H: 0.6031 -1.1277 2.9022
C: -0.0541 -0.2736 1.1100
C: -1.6555 2.7685 -0.0915
H: 1.7553 0.2300 -1.1282
H: -1.9912 3.8109 -0.0984
H: 0.4918 -2.4672 -1.4675
H: 1.8021 -2.0271 1.7427
N: -1.3429 2.4442 -2.5757
C: 1.2547 -2.3474 0.8579
O: -1.1951 1.4975 -3.2943
H: 2.6382 -0.1177 0.4480
C: -1.3343 1.9235 0.9965
C: 1.9176 -0.5211 -0.4064
H: -0.5434 0.1970 3.2223
H: -0.9875 -2.1431 -0.2616
O: -0.8241 0.8749 -0.8666
H: -0.5953 -0.9054 -1.5432

Atomic forces in eV per Å
1.0 -0.9 3.8
0.2 0.4 1.9
0.5 -0.6 -1.5
2.3 -0.8 -0.7
0.7 -0.7 -0.5
-1.0 1.5 1.1
-1.8 3.6 -2.8
-0.3 -0.1 0.3
0.1 0.3 0.8
-1.0 0.0 -4.0
-0.6 -0.1 0.0
-0.1 -1.0 1.7
-0.1 0.9 -0.4
-0.6 1.1 -0.5
0.0 -0.7 0.2
-1.7 1.2 1.2
0.0 -0.1 -0.2
-0.6 -0.2 -0.3
-0.3 0.7 0.9
0.5 -1.3 -1.4
-1.8 -0.9 -1.7
-0.5 0.6 2.4
3.8 -0.4 0.1
-0.5 0.1 -0.9
0.1 -0.4 -0.6
0.7 -0.2 0.0
0.9 -1.9 1.0

These are the Mulliken partial charges, in e, on atoms 1 to 5: atom 1 (N): 0.129, atom 2 (C): 0.061, atom 3 (H): 0.309, atom 4 (C): -1.175, atom 5 (H): 0.491


Computed, not measured: a structure of composition C9H13N3O in a non-equilibrium geometry, with ωB97M-V/def2-TZVPD.

Computed properties:
* ΔE to the lowest compared entry with this formula, charge and spin: 875.83 kJ/mol
* HOMO-LUMO gap: 7.97 eV

Atoms and positions in Å:
C: -0.5066 3.3942 1.7557
C: 0.6809 1.3010 1.2822
H: -2.6975 -2.0940 -2.3077
H: -1.8238 -3.9302 -2.5689
C: -1.0660 2.0099 -0.0951
H: -2.1697 3.8625 0.4345
C: 0.5437 2.5352 1.9742
N: -0.7489 -1.8144 -1.8288
C: -1.9503 -2.8088 -1.8675
H: 1.0870 2.4619 3.0367
H: -1.7577 1.7815 -0.9212
H: 2.2430 0.1610 -0.3193
H: 3.5246 0.9245 1.0048
H: -0.5802 4.2538 2.5726
C: -0.1799 0.8906 0.2308
C: 2.6811 0.1530 0.8663
N: -0.0861 -0.3851 -0.2418
H: 0.5999 -3.3773 -2.2305
H: 1.4371 -1.9748 -1.0309
H: -2.3863 -3.0201 -0.5701
C: 0.4552 -2.7589 -1.3085
N: -1.0380 -0.7489 -1.0322
O: 1.6306 0.4410 1.7486
H: 0.0571 -3.6153 -0.2246
H: 3.3827 -0.8006 1.0187
C: -1.3320 3.1583 0.6220

Atomic forces in eV per Å
0.2 1.6 1.3
-0.1 -0.2 -0.6
0.0 -1.4 0.2
0.0 4.0 2.4
-1.5 -2.4 -1.5
0.7 -0.8 -0.3
0.7 -2.2 2.8
1.4 -4.8 2.8
-1.3 0.1 1.3
-0.9 0.8 -2.7
0.3 0.2 0.2
1.6 -0.1 3.3
-1.5 -0.4 -0.6
-0.4 -1.7 -2.3
-0.4 4.8 2.5
2.3 0.1 -3.3
-1.5 -1.7 -3.0
0.3 0.3 1.2
-3.1 -2.9 -0.7
1.6 0.3 -4.2
0.2 1.3 1.4
1.3 1.2 0.8
0.4 -0.9 0.7
1.3 3.1 -3.4
-2.6 1.3 0.2
0.8 0.6 1.4

These are the Mulliken partial charges, in e, on atoms 1 to 5: atom 1 (C): -0.083, atom 2 (C): 0.567, atom 3 (H): 0.331, atom 4 (H): 0.259, atom 5 (C): -0.350


Computed, not measured: a cluster of 2 separate species, C9H13N3O in total in a non-equilibrium geometry, with ωB97M-V/def2-TZVPD.

Computed properties:
* ΔE to the lowest compared entry with this formula, charge and spin: 1038.97 kJ/mol
* HOMO-LUMO gap: 9.19 eV

Atoms and positions in Å:
H: -2.8389 0.6681 -2.5460
H: -0.9064 2.8256 -0.4849
H: -0.9893 3.2451 -2.1656
H: 2.4101 -3.6439 1.6817
C: -0.9957 2.2066 -1.4411
C: 1.3145 1.6630 -2.4089
C: 0.6978 -2.4998 2.9321
C: 0.0022 -1.2688 2.7215
H: -0.5943 -0.6376 3.4735
H: 0.7768 2.7864 -2.7927
C: 1.0084 -0.9002 0.6210
C: -2.6188 1.5541 -1.7234
C: 0.2996 -0.2230 1.7277
H: 2.2005 -2.1777 -0.0505
C: 1.6433 -2.8638 1.8850
H: 2.2625 1.7255 -1.6201
N: 0.1793 0.5057 -0.6852
H: 1.6045 0.7944 -3.6503
H: -0.4315 0.6182 1.5645
H: -2.5647 0.2485 -0.2151
O: -3.2697 1.0334 -0.4591
N: 0.1230 1.3677 -1.7510
N: 1.1740 -0.0751 -0.6313
H: 0.4184 -3.2574 3.6101
C: 1.6139 -2.0936 0.7146
H: -3.3154 2.5025 -1.8301

Atomic forces in eV per Å
1.3 2.7 1.7
-0.5 -1.7 -0.5
0.0 -3.2 1.3
-1.1 -0.2 1.6
-2.9 4.0 -3.0
0.4 2.8 -3.1
1.1 0.8 -3.5
0.6 4.0 1.1
0.3 -2.4 -0.3
3.1 -2.8 0.2
-1.4 4.7 1.2
-1.1 0.8 1.5
-0.4 -5.7 -1.4
3.6 -1.8 -4.4
-1.1 0.8 -0.7
-2.3 -0.2 -2.5
-5.8 4.0 -2.4
-0.7 2.5 3.9
1.5 -0.7 0.5
-2.8 2.7 -0.5
4.6 -2.6 -0.8
-1.6 -1.6 2.0
5.5 -5.8 2.9
-0.2 -0.2 1.3
-1.9 0.9 4.6
1.7 -1.9 -0.6

These are the Mulliken partial charges, in e, on atoms 1 to 5: atom 1 (H): 0.247, atom 2 (H): 0.273, atom 3 (H): 0.304, atom 4 (H): 0.304, atom 5 (C): -0.430


Computed, not measured: a structure of composition C9H13N4O in a non-equilibrium geometry, with ωB97M-V/def2-TZVPD.

Computed properties:
* net charge: +1
* ΔE to the lowest compared entry with this formula, charge and spin: 284.40 kJ/mol
* HOMO-LUMO gap: 8.76 eV

Atoms and positions in Å:
C: 0.6272 1.6550 -1.1328
H: -0.2842 -2.7021 -0.8284
H: -2.9495 1.6036 2.0109
H: 1.3304 3.4340 -2.1606
H: -3.9682 -0.0145 -1.7508
H: 2.1255 -0.7212 0.3189
C: -0.1028 0.2830 0.9735
C: -3.0568 1.0403 1.0633
C: 1.1200 2.8942 -1.1747
C: -3.5952 0.1252 -0.7677
H: -1.3498 -0.9083 -0.8452
C: 0.4513 1.3395 0.2461
N: -0.1680 -1.6661 -0.7256
H: -0.3868 -1.9524 1.2245
N: -2.3147 -0.1598 -0.5171
N: -2.0029 0.4002 0.6735
H: 2.0466 -2.3603 0.7095
C: 1.1952 3.3477 0.0992
H: 1.6288 4.2867 0.5096
N: -4.0434 0.8826 0.2078
H: 0.2050 1.0600 -1.9679
H: 0.0092 0.3168 2.0890
H: 0.5733 -1.3237 -1.4102
H: 1.8795 -1.1759 1.9048
C: 0.1192 -1.2442 0.5955
O: 0.8466 2.3870 0.9481
C: 1.6835 -1.4231 0.9292

Atomic forces in eV per Å
-2.4 -4.3 1.3
0.2 1.4 0.2
-0.9 -0.3 -0.8
-0.2 -0.6 2.0
-0.9 -0.5 -0.3
1.5 1.5 -1.4
-2.7 -3.2 0.8
0.1 1.0 2.0
1.0 3.5 -3.1
2.1 0.7 0.6
-1.4 0.3 -0.3
0.4 -0.1 -2.9
0.2 0.4 -3.1
-0.7 0.4 0.8
2.2 -1.5 -0.3
3.1 -1.3 -0.8
0.5 -2.3 -0.5
1.6 1.5 0.8
-0.7 -1.0 -0.2
-2.4 1.0 0.2
0.7 0.4 0.7
-0.4 0.4 -1.2
-1.2 -0.8 1.0
0.5 0.5 2.5
3.2 0.5 2.1
0.1 1.5 1.2
-3.5 0.7 -1.0

These are the Mulliken partial charges, in e, on atoms 1 to 5: atom 1 (C): -0.348, atom 2 (H): 0.318, atom 3 (H): 0.373, atom 4 (H): 0.357, atom 5 (H): 0.383


Computed, not measured: the ion C9H13N5P with charge +1 in a non-equilibrium geometry, with ωB97M-V/def2-TZVPD.

Computed properties:
* net charge: +1
* HOMO-LUMO gap: 8.21 eV

Atoms and positions in Å:
P: -2.5643 -0.4982 0.9737
H: -0.1887 -2.3610 -1.4976
N: -3.3632 -1.3545 -0.0293
N: -2.1453 1.0897 0.2446
N: -1.9984 3.2044 -0.1536
N: -1.3337 2.5726 -1.0753
H: -1.3570 -1.0337 1.4436
C: 1.6116 -2.3179 -0.3419
C: 1.2713 0.4398 -0.2844
C: -2.5047 2.2924 0.6617
C: 2.3711 -0.1326 0.3405
C: 3.3874 0.7359 1.0399
H: -3.3305 -0.0251 2.0438
C: 0.5222 -1.7382 -0.9750
H: -3.1184 2.4748 1.5187
H: -1.5866 -0.4653 -1.9340
H: 4.3763 0.3774 0.7847
C: -0.8251 0.2569 -1.6731
N: -1.4206 1.3033 -0.8468
H: 1.7490 -3.3850 -0.3442
H: -0.4959 0.7690 -2.5686
H: 1.1665 1.5127 -0.2413
C: 2.5444 -1.5176 0.3103
H: 3.3995 -1.9614 0.7880
H: 3.2808 1.7565 0.7005
H: -2.9120 -2.2410 -0.2269
C: 0.3459 -0.3628 -0.9594
H: 3.2837 0.6767 2.1169

Atomic forces in eV per Å
-0.9 -1.8 -0.7
-0.1 -0.1 -0.1
0.5 0.2 0.4
0.1 -0.4 0.7
-0.3 0.6 0.4
0.2 -0.4 -0.5
0.2 0.6 0.2
0.4 0.4 0.3
-0.1 -0.5 -0.1
0.1 0.5 -0.1
0.3 0.1 0.3
-0.3 -0.4 -0.4
0.4 0.6 0.0
-0.2 0.0 -0.1
-0.1 0.1 0.2
-0.3 -0.1 0.0
0.3 0.1 0.0
0.7 -0.1 -0.1
-0.2 0.1 -0.3
-0.1 -0.2 -0.1
-0.1 0.2 -0.2
-0.1 0.2 -0.1
-0.7 0.1 -0.4
0.2 -0.1 0.1
0.1 0.3 0.1
-0.1 0.0 -0.3
0.3 0.0 0.5
-0.1 0.1 0.2

These are the Mulliken partial charges, in e, on atoms 1 to 5: atom 1 (P): 0.307, atom 2 (H): 0.478, atom 3 (N): -0.604, atom 4 (N): -0.316, atom 5 (N): -0.430


Number 1: E_LUMO 0.54 eV, E_tot -11030.889 eV. Number 2: E_LUMO -4.42 eV, E_tot -18653.704 eV. Number 3: E_LUMO -0.29 eV, E_tot -16053.176 eV. Number 4: E_LUMO 0.43 eV, E_tot -16051.485 eV. Number 5: E_LUMO -3.96 eV, E_tot -17542.074 eV. Number 6: E_LUMO -4.53 eV, E_tot -26274.051 eV.